Entry 1:
ORCA calculation (ωB97M-V/def2-TZVPD) on a 2-piece molecular cluster, C4H9ISi overall in a non-equilibrium geometry.

Geometry (Å):
1 C 0.09181 -1.98858 -1.56110
2 C -0.37551 -1.49652 -0.39425
3 C 0.56178 0.29129 2.26456
4 C -0.93415 1.98140 -0.99134
5 Si 0.38135 0.03072 0.33710
6 I 2.85835 0.13353 -0.12169
7 H -0.38647 -2.70621 -2.16638
8 H 0.92949 -1.43384 -2.01619
9 H -1.39659 -1.80927 -0.03492
10 H 0.41451 -0.80704 2.72271
11 H 1.49522 0.73185 2.43397
12 H -0.23907 0.82072 2.71357
13 H -1.29515 2.72410 -0.27244
14 H -0.33857 2.16594 -1.76011
15 H -1.76700 1.36190 -1.15348

Values from the calculation:
ΔE to the lowest compared entry with this formula, charge and spin   52.2 kcal per mole
Multiplicity   1
Frontier orbital gap   8.556 eV


Entry 2:
ORCA calculation (ωB97M-V/def2-TZVPD) on C14H22Cl3KO2PS2SiTe as an isolated structure in a non-equilibrium geometry.

Geometry (Å):
1 K 2.41820 1.64699 0.34217
2 C -0.57640 -4.93311 -0.20023
3 Te -0.07300 -2.92431 0.50877
4 C 0.87330 -4.10361 2.07317
5 C 0.16050 -5.41351 2.11687
6 C 0.20580 -6.23241 3.23587
7 C -0.45730 -7.44761 3.24797
8 C -1.17480 -7.85211 2.13727
9 C -1.22190 -7.04181 1.01557
10 C -0.56110 -5.82211 0.99727
11 H 0.18880 -5.25431 -0.90663
12 H -1.53540 -4.95701 -0.71043
13 H 0.83770 -3.59081 3.02997
14 H 1.92010 -4.25661 1.80617
15 H 0.76030 -5.91191 4.10657
16 H -0.42370 -8.07621 4.12647
17 H -1.69980 -8.79671 2.14937
18 H -1.78790 -7.35661 0.14957
19 C -3.39310 2.19739 -1.07003
20 C -2.71330 3.50729 -1.44103
21 C -3.21030 4.00669 -2.79253
22 O -1.30800 3.34919 -1.54163
23 P -0.43560 2.94269 -0.21513
24 S -1.01950 4.06719 1.30587
25 S -0.30940 0.97589 -0.08853
26 O 1.02720 3.45129 -0.75873
27 C 1.18850 4.85439 -0.99183
28 C 1.59040 5.05539 -2.44823
29 C 2.20630 5.41719 -0.00713
30 H -4.47180 2.33489 -1.03173
31 H -3.05210 1.86039 -0.09273
32 H -3.14540 1.43349 -1.80313
33 H -2.92280 4.25509 -0.65933
34 H -3.00280 3.25499 -3.55173
35 H -2.70870 4.92879 -3.07143
36 H -4.28240 4.17939 -2.74383
37 H 0.22030 5.34549 -0.81613
38 H 2.58180 4.64529 -2.63483
39 H 1.59920 6.11319 -2.70193
40 H 0.87410 4.54699 -3.08963
41 H 3.18060 4.94939 -0.14473
42 H 1.86360 5.23639 1.01167
43 H 2.30770 6.49019 -0.15133
44 Cl 6.36520 -1.37961 0.51627
45 Si 4.64900 -0.44031 1.31797
46 Cl 5.11800 1.58999 0.76777
47 Cl 3.35010 -0.84501 -0.29783

Values from the calculation:
ΔE to the lowest compared entry with this formula, charge and spin   16.8 kcal per mole
Net charge   -1
Multiplicity   1
Frontier orbital gap   7.114 eV


Entry 3:
ORCA calculation (ωB97M-V/def2-TZVPD) on C26H26ClIrN2O4PS6 as an isolated structure.

Geometry (Å):
1 Ir -0.76250 0.60181 0.36205
2 O -3.69644 6.99963 0.54945
3 C -3.28485 5.87887 0.53016
4 S -3.57121 4.73819 -0.79566
5 C -2.65977 3.40417 -0.13818
6 C -2.07346 3.60980 1.12647
7 S -1.20689 2.47181 2.03413
8 S -2.28100 5.18239 1.82718
9 S -2.55717 1.99637 -1.03426
10 N -1.24489 -1.18891 -1.12459
11 C -2.22562 -2.11866 -0.56018
12 C -3.32398 -1.31974 0.11769
13 N -2.72073 -0.43456 1.12206
14 H -1.56703 -0.77929 -1.99536
15 H -0.33792 -1.60787 -1.31944
16 H -1.71771 -2.74077 0.17668
17 H -2.65535 -2.77775 -1.31848
18 H -4.05458 -1.99634 0.56622
19 H -3.84212 -0.69695 -0.61495
20 H -2.46129 -0.96508 1.95928
21 H -3.35347 0.31220 1.38737
22 S -1.41412 -2.58553 3.33794
23 P 0.35187 -2.22903 2.55020
24 S 0.71732 -0.25196 2.05908
25 C 0.66924 -3.26695 1.09197
26 C 0.16233 -4.56691 1.08439
27 C 0.38572 -5.38822 -0.00807
28 C 1.10469 -4.91726 -1.10157
29 C 1.61226 -3.62728 -1.09549
30 C 1.40332 -2.80624 0.00643
31 C 1.70605 -2.64165 3.68314
32 C 3.01803 -2.62288 3.21265
33 C 4.06348 -2.92411 4.06813
34 C 3.80337 -3.24394 5.39553
35 C 2.49917 -3.26221 5.86414
36 C 1.44721 -2.96152 5.00895
37 H -0.42305 -4.91883 1.92491
38 H -0.01046 -6.39560 -0.01274
39 H 1.26352 -5.55880 -1.95911
40 H 2.15882 -3.23782 -1.94441
41 H 1.78979 -1.79648 -0.00548
42 H 3.22233 -2.37357 2.17776
43 H 5.08153 -2.91050 3.70123
44 H 4.62175 -3.47996 6.06366
45 H 2.29652 -3.51136 6.89765
46 H 0.42406 -2.97611 5.36182
47 C 0.87876 5.17476 -1.48692
48 C 0.21658 4.42522 -2.60583
49 C -0.97570 4.85543 -3.16322
50 C -1.61350 4.10382 -4.13884
51 Cl -3.13919 4.65253 -4.77433
52 C -1.06232 2.92475 -4.59393
53 C 0.15142 2.49653 -4.06890
54 C 0.78421 3.24082 -3.08491
55 O 1.98394 2.89607 -2.52728
56 C 2.37264 1.54571 -2.60823
57 C 1.39481 0.57751 -1.94418
58 O 1.51071 -0.62447 -2.13647
59 O 0.52205 1.14860 -1.18429
60 H 0.29758 6.05645 -1.21686
61 H 1.88618 5.49183 -1.76005
62 H 0.97868 4.53200 -0.60872
63 H -1.42521 5.77870 -2.82238
64 H -1.56745 2.34457 -5.35378
65 H 0.58245 1.57328 -4.43212
66 H 3.32003 1.47349 -2.07379
67 H 2.54656 1.21780 -3.63530

Values from the calculation:
ΔE to the lowest compared entry with this formula, charge and spin   0.0 kcal per mole
Multiplicity   6
Frontier orbital gap (spin up / spin down)   7.549 / 5.738 eV


Entry 4:
ORCA calculation (ωB97M-V/def2-TZVPD) on a 11-piece molecular cluster, C27H49N15O13 overall in a non-equilibrium geometry.

Geometry (Å):
1 C 1.08161 -5.08851 5.31748
2 O 0.79045 -4.30846 6.21699
3 N 1.21479 -6.34356 5.50312
4 N 1.21517 -4.73070 4.02951
5 H 1.01248 -6.66169 6.44011
6 H 1.79964 -6.92930 4.92436
7 H 1.74647 -5.34837 3.43260
8 H 1.01705 -3.75519 3.85854
9 C -1.00220 4.52995 0.52710
10 O -1.98713 3.90657 0.90287
11 N -0.53594 5.60707 1.03911
12 N -0.21969 4.11825 -0.41403
13 H -1.04645 6.02224 1.80535
14 H -0.05760 6.24050 0.41456
15 H -0.45216 3.40607 -1.09143
16 H 0.70936 4.49322 -0.54190
17 C -3.67316 0.95916 -1.01811
18 O -2.94605 1.32138 -1.94822
19 N -3.68071 1.54427 0.12874
20 N -4.42597 -0.09477 -1.09954
21 H -2.98711 2.24014 0.36276
22 H -4.23792 1.19543 0.89551
23 H -4.22120 -0.69105 -1.88860
24 H -5.00082 -0.25382 -0.28446
25 C -2.47028 -3.87219 4.49154
26 O -1.84823 -3.11141 3.81513
27 N -2.01032 -5.09100 4.82642
28 N -3.69553 -3.64528 4.95901
29 H -1.18116 -5.25703 4.27413
30 H -2.44042 -5.75513 5.45415
31 H -4.29921 -4.44089 5.10961
32 H -3.98770 -2.67953 5.00437
33 C 3.07575 4.19456 0.76745
34 O 2.55105 3.84556 -0.24066
35 N 2.80432 5.34518 1.43805
36 N 3.90922 3.45522 1.36871
37 H 2.27675 6.01947 0.90223
38 H 3.51744 5.52930 2.12918
39 H 4.34062 3.73151 2.23914
40 H 4.01651 2.49378 1.07851
41 C 3.01755 1.23207 5.28837
42 O 3.56068 1.67447 6.28006
43 N 2.88457 1.93463 4.19727
44 N 2.46452 0.03798 5.30277
45 H 2.82050 1.28548 3.42617
46 H 3.35631 2.81787 4.06510
47 H 2.55216 -0.62414 6.06040
48 H 2.02920 -0.38414 4.49506
49 C 4.36321 -1.08693 -3.20475
50 O 4.94059 -1.97013 -3.79762
51 N 3.51813 -0.28464 -3.76358
52 N 4.52996 -0.79801 -1.93000
53 H 3.31598 -0.39356 -4.74713
54 H 3.31199 0.57569 -3.27630
55 H 3.73553 -0.44727 -1.41428
56 H 5.11868 -1.49376 -1.49477
57 C -2.22782 -3.38794 -4.25801
58 C -0.86446 -3.53399 -4.55200
59 C 0.04170 -2.48089 -4.40927
60 C -0.33696 -1.25372 -4.07982
61 C -1.76324 -0.96200 -3.99247
62 C -2.63771 -2.07463 -4.10312
63 O -3.97100 -1.84160 -3.80690
64 O 1.34571 -2.77648 -4.58985
65 H -2.96302 -4.17743 -4.20718
66 H -0.55141 -4.55913 -4.68425
67 H 0.35568 -0.48301 -3.77541
68 H -2.12806 0.03756 -3.80762
69 H -4.37308 -2.67823 -3.56202
70 H 1.92350 -2.08509 -4.25859
71 C -0.32842 -0.64639 1.40322
72 C 0.02039 -0.10327 0.19330
73 C 1.37377 0.07486 -0.11351
74 C 2.35739 -0.31359 0.82596
75 C 1.94182 -0.97873 2.01260
76 C 0.59876 -1.24941 2.25832
77 O 0.31574 -1.92277 3.38849
78 O 1.80847 0.47205 -1.30007
79 H -1.37094 -0.67148 1.68417
80 H -0.66696 0.45826 -0.42205
81 H 3.40605 -0.34083 0.56912
82 H 2.76107 -1.36362 2.60174
83 H -0.56168 -2.26707 3.57067
84 H 1.11571 1.04280 -1.64056
85 C 0.77926 3.31322 -3.78718
86 C 0.94934 4.23510 -4.79036
87 C -0.11250 4.51330 -5.64900
88 C -1.39618 4.04957 -5.36989
89 C -1.62037 3.12253 -4.33055
90 C -0.46164 2.76334 -3.54581
91 O -0.52024 1.66943 -2.78200
92 O -0.00511 5.35598 -6.73187
93 H 1.60402 3.04733 -3.14259
94 H 1.91341 4.70681 -4.91060
95 H -2.22129 4.39248 -5.97653
96 H -2.55953 2.59384 -4.26074
97 H -1.40726 1.50216 -2.45516
98 H -0.73363 5.29109 -7.35368
99 C -3.56469 -2.68066 0.93294
100 C -4.49746 -2.01041 1.86490
101 N -5.19211 -1.38558 2.59756
102 H -2.87935 -2.01086 0.41356
103 H -4.02905 -3.34439 0.20361
104 H -2.85765 -3.27482 1.51187

Values from the calculation:
Net charge   +1
Multiplicity   2
Frontier orbital gap (spin up / spin down)   6.806 / 3.192 eV


Entry 5:
ORCA calculation (ωB97M-V/def2-TZVPD) on one molecule with the formula C10H18S in a non-equilibrium geometry.

Geometry (Å):
1 C -0.97602 0.62624 -2.06285
2 C -0.91493 -0.16137 -0.72655
3 C -2.09544 -1.16304 -0.57520
4 C -0.81695 0.71962 0.59352
5 C 0.55010 0.57446 1.30509
6 C 0.49297 1.63314 2.48086
7 C 1.64209 0.89096 0.30387
8 C 1.65418 -0.21946 -0.84622
9 C 0.35730 -1.04735 -0.78785
10 C 0.58207 -2.06268 0.41137
11 S 0.71349 -1.06459 2.04458
12 H -0.05677 1.17021 -2.43719
13 H -1.74744 1.27006 -2.04375
14 H -1.07014 -0.11986 -2.88926
15 H -2.04677 -1.59395 0.50975
16 H -3.04144 -0.56091 -0.70163
17 H -1.93999 -1.96154 -1.28940
18 H -1.64385 0.34420 1.21649
19 H -0.98521 1.82202 0.39273
20 H 1.47389 1.75961 2.91505
21 H 0.24431 2.61501 2.08827
22 H -0.35025 1.45872 3.19849
23 H 1.49839 1.92165 -0.14807
24 H 2.62992 0.87808 0.80136
25 H 1.85368 0.18792 -1.86045
26 H 2.51321 -0.79573 -0.71721
27 H 0.30229 -1.64625 -1.77817
28 H -0.28168 -2.79348 0.42545
29 H 1.45900 -2.68168 0.17691

Values from the calculation:
ΔE to the lowest compared entry with this formula, charge and spin   0.0 kcal per mole
Multiplicity   1
SMILES   CC1(C)C[C@]2(C)CC[C@H]1CS2
Frontier orbital gap   9.288 eV


Entry 6:
ORCA calculation (ωB97M-V/def2-TZVPD) on C2H2FLuO as an isolated structure in a non-equilibrium geometry.

Geometry (Å):
1 F -2.35236 1.41180 2.02883
2 O -2.46658 0.77951 0.64911
3 Lu -0.48774 1.52796 0.85516
4 C 0.92960 -0.21026 -0.17302
5 C 1.32074 -1.23035 -0.77690
6 H 1.79798 -2.13129 -1.14788
7 H 1.25835 -0.14737 -1.43530

Values from the calculation:
ΔE to the lowest compared entry with this formula, charge and spin   105.6 kcal per mole
Net charge   +2
Multiplicity   1
Frontier orbital gap   9.648 eV